The following is a quantum chemistry calculation of a 11-piece molecular cluster, C42H112N6O15 overall, from OMol25.

- Relative energy (zero: lowest compared OMol25 entry of this formula, charge and spin): 5.9285 eV
- 2S+1: 1
- HOMO-LUMO gap: 8.71 eV
- Electronic energy: -3124.200240 hartree

```
175
Properties=species:S:1:pos:R:3:forces:R:3
C 1.219 -2.367 -3.101 0.463 0.195 0.778
C 2.294 -3.435 -3.034 0.427 -0.719 -0.430
C 3.117 -3.472 -1.721 -1.460 0.666 -0.993
O 4.145 -4.394 -1.924 0.468 0.254 0.249
C 5.167 -4.321 -0.946 -0.199 -0.716 0.112
N 1.673 -4.729 -3.313 -0.168 -0.863 0.915
H 0.439 -2.505 -3.845 0.399 -0.210 -0.401
H 1.743 -1.424 -3.267 -0.522 0.270 0.183
H 0.661 -2.364 -2.158 0.148 0.330 0.063
H 3.053 -3.262 -3.806 -0.214 0.000 -0.163
H 2.390 -3.744 -0.940 0.360 -0.254 0.375
H 3.469 -2.455 -1.508 0.368 -0.066 0.090
H 4.824 -4.811 -0.028 0.004 0.256 0.184
H 5.487 -3.297 -0.741 -0.071 0.074 -0.032
H 6.016 -4.908 -1.293 -0.004 0.118 -0.203
H 1.028 -4.913 -2.535 -0.330 0.297 -0.390
H 2.327 -5.495 -3.135 0.337 0.330 -0.487
C 9.841 -1.875 0.915 -0.084 0.565 -0.740
C 9.395 -0.636 1.679 -0.159 0.414 -0.521
C 7.922 -0.251 1.431 1.072 -0.893 -0.672
O 7.823 1.099 1.802 -0.621 -0.453 0.948
C 6.695 1.812 1.356 -0.173 0.358 -0.624
N 9.636 -0.808 3.110 0.475 0.661 0.335
H 10.918 -1.906 0.736 0.085 0.034 0.496
H 9.448 -1.749 -0.100 -0.205 -0.498 0.044
H 9.529 -2.811 1.373 -0.184 0.013 -0.044
H 9.896 0.239 1.245 0.465 -0.107 0.147
H 7.352 -1.043 1.938 -0.677 0.780 0.563
H 7.662 -0.342 0.369 0.245 -0.069 -0.118
H 6.437 2.552 2.111 0.026 0.039 -0.055
H 5.793 1.238 1.119 0.182 -0.481 0.433
H 6.939 2.309 0.408 0.068 0.208 0.110
H 9.473 0.075 3.596 -0.489 -0.091 -0.169
H 10.641 -0.897 3.258 -0.073 -0.458 -0.157
C -2.387 -3.732 -1.979 -0.265 -0.007 0.432
C -2.328 -4.806 -0.877 -0.906 0.738 -1.349
O -2.685 -4.262 0.372 0.809 -0.544 0.583
H -1.780 -2.848 -1.765 0.571 -0.359 -0.123
H -3.381 -3.275 -2.049 -0.246 -0.471 -0.023
H -2.148 -4.190 -2.936 0.146 0.245 -0.101
H -1.351 -5.288 -0.902 0.205 0.275 0.700
H -3.027 -5.601 -1.165 -0.094 -0.042 0.090
H -3.317 -3.548 0.266 -0.115 0.089 -0.077
C 4.862 -2.765 2.694 -0.548 -0.167 0.072
C 4.033 -1.502 2.930 0.487 -0.429 0.378
O 4.391 -0.964 4.210 0.275 0.207 -0.554
H 5.930 -2.565 2.592 -0.027 0.249 0.128
H 4.577 -3.306 1.790 -0.190 0.026 0.041
H 4.715 -3.405 3.564 0.093 -0.213 -0.127
H 2.966 -1.693 3.042 0.013 -0.199 -0.419
H 4.195 -0.814 2.092 -0.090 0.327 0.240
H 5.346 -1.086 4.280 -0.061 0.222 0.218
C -0.047 1.317 -4.538 -0.408 -0.210 0.280
C -0.824 1.232 -3.227 -0.088 0.931 0.207
O -1.216 -0.063 -2.859 0.094 -0.794 -0.772
H -0.094 2.338 -4.920 0.213 0.120 0.203
H -0.496 0.714 -5.329 0.167 -0.301 0.151
H 0.985 1.043 -4.321 0.063 -0.143 -0.511
H -1.715 1.870 -3.292 -0.006 0.011 0.000
H -0.165 1.681 -2.471 -0.188 -0.049 0.239
H -1.177 -0.219 -1.906 0.194 0.480 0.495
C -7.160 -3.456 1.404 0.101 -0.747 0.500
C -5.667 -3.758 1.433 0.260 -0.237 -0.016
O -4.934 -2.559 1.661 0.409 0.043 -0.624
H -7.413 -2.674 0.693 0.217 0.096 -0.021
H -7.465 -3.154 2.409 -0.132 0.183 -0.060
H -7.761 -4.335 1.158 0.123 -0.058 -0.030
H -5.305 -4.234 0.516 -0.184 0.673 -0.357
H -5.300 -4.510 2.144 -0.797 0.075 0.473
H -5.242 -2.127 2.462 -0.061 -0.104 0.050
C -0.149 0.206 3.768 0.147 1.156 0.715
C 0.429 -1.009 4.450 -0.110 0.354 0.066
O -0.391 -1.399 5.551 -0.139 -0.200 -0.294
H -1.205 0.126 3.502 0.153 -0.463 -0.502
H 0.527 0.517 2.969 -0.383 -0.226 -0.391
H -0.154 1.080 4.433 0.160 -0.214 0.295
H 1.420 -0.760 4.842 0.122 -0.126 -0.249
H 0.513 -1.791 3.689 0.047 -0.258 0.273
H -0.318 -2.352 5.645 -0.025 0.034 0.130
C -0.018 4.590 2.732 -0.289 0.210 0.024
O 0.170 5.137 1.460 -0.002 1.443 -0.609
C 0.886 4.306 0.571 -0.810 -0.952 0.816
C 1.217 4.969 -0.754 0.774 -0.244 0.287
N 2.644 4.826 -1.064 0.062 0.509 -0.212
C 2.948 5.239 -2.466 -0.663 -0.119 1.522
C 2.815 4.086 -3.452 0.311 1.031 -0.736
O 4.076 3.507 -3.721 -0.363 -0.579 -0.129
C 4.551 2.644 -2.702 -0.403 0.799 0.449
H -0.488 3.607 2.608 0.421 -0.225 0.473
H -0.713 5.213 3.300 -0.150 0.090 -0.315
H 0.911 4.628 3.316 0.075 -0.685 -0.122
H 0.217 3.450 0.390 0.314 -0.308 -0.067
H 1.766 3.933 1.107 0.250 0.016 -0.360
H 0.926 6.024 -0.672 -0.313 -0.091 -0.414
H 0.747 4.425 -1.575 -0.615 0.441 0.113
H 3.154 5.471 -0.469 0.001 -0.197 0.139
H 3.954 5.644 -2.361 0.203 -0.236 -0.875
H 2.298 6.072 -2.766 -0.019 -0.017 -0.053
H 2.447 4.499 -4.396 0.428 0.042 -0.163
H 2.006 3.383 -3.218 0.360 -0.339 0.653
H 5.557 2.364 -2.995 -0.075 -0.418 0.006
H 3.855 1.820 -2.518 0.229 -0.345 -0.386
H 4.589 3.166 -1.737 0.202 0.099 -0.046
C 0.017 -4.425 -6.785 -0.176 0.516 0.109
O -1.293 -4.896 -6.502 0.534 -0.655 0.290
C -2.035 -3.970 -5.775 -1.867 0.587 0.151
C -2.818 -3.053 -6.737 0.395 1.271 0.078
N -3.831 -2.254 -6.050 -0.240 -0.465 0.807
C -3.308 -1.566 -4.894 -0.154 0.113 0.951
C -4.356 -0.643 -4.281 1.316 0.656 -0.773
O -4.677 0.342 -5.269 -0.477 -1.031 -0.025
C -5.735 1.190 -4.971 -0.949 1.163 -0.831
H -0.080 -3.499 -7.361 0.354 0.024 -0.050
H 0.580 -5.154 -7.363 -0.309 -0.186 -0.066
H 0.575 -4.232 -5.862 -0.056 0.006 0.026
H -1.496 -3.428 -4.989 0.644 0.152 -0.555
H -2.833 -4.425 -5.174 0.170 -0.800 -0.269
H -3.285 -3.650 -7.516 0.017 -0.187 0.051
H -2.114 -2.356 -7.213 0.243 -0.165 -0.267
H -4.293 -1.543 -6.604 0.227 -0.325 -0.482
H -2.359 -1.042 -5.074 -0.113 0.254 -0.130
H -3.088 -2.249 -4.063 0.068 -0.181 -0.323
H -3.867 -0.090 -3.476 -0.204 -0.317 0.506
H -5.186 -1.265 -3.947 -0.417 0.339 -0.065
H -5.500 1.927 -4.195 0.071 -0.137 0.128
H -6.737 0.777 -4.780 0.473 -0.824 0.537
H -5.971 1.733 -5.896 0.503 0.234 0.132
C -2.808 2.160 1.199 -1.219 -0.430 -0.663
O -3.786 1.112 1.133 0.362 0.303 0.003
C -3.492 0.067 0.209 -0.547 0.492 0.165
C -2.319 -0.809 0.607 0.530 -1.125 -0.595
N -0.989 -0.331 0.177 -0.675 0.109 -0.560
C 0.056 -1.297 0.453 0.943 0.631 1.324
C 1.413 -0.687 0.083 -1.623 -0.406 -1.086
O 1.699 0.466 0.837 0.394 -0.954 -0.212
C 2.697 1.278 0.235 -0.022 0.484 1.464
H -2.673 2.526 0.174 0.664 -0.050 0.031
H -1.911 1.774 1.677 0.346 0.336 -0.010
H -3.261 2.988 1.744 0.106 -0.225 0.337
H -3.368 0.429 -0.824 0.437 0.374 0.162
H -4.459 -0.435 0.154 0.389 -0.710 0.268
H -2.364 -1.772 0.080 -0.547 0.203 0.028
H -2.319 -1.120 1.659 -0.238 0.430 0.152
H -0.742 0.511 0.679 0.109 0.115 -0.065
H 0.002 -2.263 -0.051 -0.594 0.198 -0.340
H 0.027 -1.527 1.531 0.243 -0.217 -0.020
H 1.262 -0.410 -0.969 0.309 0.190 -0.126
H 2.125 -1.518 0.060 0.672 0.423 0.624
H 3.115 1.805 1.097 0.093 0.339 -0.242
H 2.239 2.015 -0.425 0.238 -0.166 -0.388
H 3.544 0.735 -0.192 -0.328 -0.266 -0.374
C -1.489 5.010 6.348 0.335 -0.280 -0.830
O -2.511 4.649 5.443 -0.548 -0.068 0.001
C -2.572 3.296 5.059 0.167 -1.022 0.813
C -3.976 2.912 4.577 0.436 1.135 0.053
N -4.459 3.937 3.610 0.048 -0.560 0.385
C -5.726 4.562 4.001 -0.399 -0.245 -0.357
C -6.914 3.607 4.166 0.061 0.886 0.079
O -6.803 2.832 5.329 0.428 -0.177 0.599
C -7.863 1.955 5.575 0.230 -1.120 -0.674
H -0.507 4.738 5.937 0.040 0.290 -0.118
H -1.517 4.499 7.315 -0.560 0.142 0.071
H -1.606 6.089 6.403 0.377 -0.003 0.504
H -2.354 2.652 5.923 -0.008 0.035 0.093
H -1.780 3.044 4.345 -0.108 0.248 -0.338
H -4.652 2.906 5.431 0.192 -0.254 0.051
H -3.906 1.910 4.149 -0.233 0.017 -0.135
H -3.747 4.652 3.685 -0.198 0.340 -0.384
H -6.064 5.194 3.174 0.254 0.167 -0.048
H -5.623 5.216 4.872 -0.063 -0.166 0.247
H -7.016 3.027 3.240 -0.004 -0.352 0.189
H -7.807 4.237 4.280 -0.055 0.021 -0.266
H -7.981 1.303 4.696 -0.554 0.314 -0.123
H -8.799 2.438 5.867 -0.012 0.147 -0.170
H -7.582 1.221 6.333 0.185 0.502 0.374
```
Forces are in eV/Å.

These are the Löwdin partial charges, in e, on atoms 1 to 8: -0.052 -0.425 -0.233 -0.176 -0.099 0.046 0.066 0.080